Record 1
{
  "formula": "C4H6NO4S2",
  "method": "ωB97M-V/def2-TZVPD",
  "total_charge": -1,
  "gap_ev": 7.394,
  "e_homo_ev": -4.13,
  "relative_energy_kcal_mol": 0.00,
  "elements": ["C", "C", "C", "C", "N", "O", "O", "O", "O", "S", "S", "H", "H", "H", "H", "H", "H"],
  "positions_angstrom": [[-1.3646, -0.8964, 0.0928], [-0.5107, 1.3668, 0.2343], [1.9148, -0.3354, 0.7344], [-0.6094, 0.1864, -0.4666], [-0.0395, 0.0001, -1.7470], [-1.3105, -2.0460, -0.6027], [-1.1993, 1.5921, 1.3616], [-2.0203, -0.8368, 1.1404], [0.2803, 2.3756, -0.1346], [1.8626, -1.9806, 0.5862], [2.7547, 0.7525, -0.2392], [1.3973, 0.0935, 1.5935], [0.3173, -0.9513, -1.8335], [0.7202, 0.6543, -1.9158], [-1.6829, 0.7506, 1.5732], [-1.7179, -2.7405, -0.0639], [1.2078, 2.0152, -0.3129]],
  "nbo_charge": [0.764, 0.676, -0.491, -0.186, -0.829, -0.678, -0.683, -0.702, -0.731, -0.240, -0.326, 0.171, 0.386, 0.382, 0.514, 0.494, 0.479]
}

---

Record 2
{
  "formula": "C4H6NOP",
  "method": "ωB97M-V/def2-TZVPD",
  "total_charge": 0,
  "gap_ev": 8.665,
  "e_homo_ev": -8.91,
  "relative_energy_kcal_mol": 34.84,
  "smiles": "C=C/N=C\\C=P\\O",
  "elements": ["C", "C", "N", "C", "C", "P", "O", "H", "H", "H", "H", "H", "H"],
  "positions_angstrom": [[1.6508, 0.8305, -0.6133], [1.2353, -0.2926, -1.1578], [-0.0059, -0.4811, -1.7860], [-1.0920, -0.4484, -1.1873], [-1.1807, -0.3222, 0.3074], [-0.1038, 0.2063, 1.5237], [-1.0083, -0.3905, 2.8305], [2.6551, 1.0514, -0.3535], [1.0433, 1.7828, -0.5155], [1.9553, -0.9841, -1.3138], [-1.9717, -0.3401, -1.8586], [-1.8807, -0.9377, 0.7347], [-1.2968, 0.3255, 3.3897]],
  "nbo_charge": [-0.449, -0.034, -0.398, 0.104, -0.749, 1.006, -1.007, 0.211, 0.203, 0.198, 0.196, 0.230, 0.488]
}

---

Record 3
{
  "formula": "C4H6NOS",
  "method": "ωB97M-V/def2-TZVPD",
  "total_charge": -1,
  "gap_ev": 4.852,
  "e_homo_ev": -1.26,
  "relative_energy_kcal_mol": 81.39,
  "smiles": "C[C@@H]1SC=CN1[O-]",
  "elements": ["C", "C", "S", "C", "C", "N", "O", "H", "H", "H", "H", "H", "H"],
  "positions_angstrom": [[-0.3150, -1.1267, 1.0699], [0.3273, 0.2197, 0.6835], [-0.7158, 1.7080, 0.4890], [0.0338, 1.9688, -1.1532], [0.9009, 0.9807, -1.5804], [1.0169, 0.0383, -0.6594], [1.8012, -1.0824, -0.6614], [0.5988, -1.6280, 1.2257], [-0.8415, -1.7159, 0.3948], [-0.7844, -1.1393, 2.0257], [1.1479, 0.3158, 1.3886], [-0.3749, 2.8698, -1.7759], [1.5663, 1.0852, -2.4447]],
  "nbo_charge": [-0.634, -0.163, 0.113, -0.613, -0.029, -0.100, -0.785, 0.242, 0.207, 0.180, 0.169, 0.200, 0.213]
}

---

Record 4
{
  "formula": "C4H6NP",
  "method": "ωB97M-V/def2-TZVPD",
  "total_charge": 0,
  "gap_ev": 8.805,
  "e_homo_ev": -8.80,
  "relative_energy_kcal_mol": 34.95,
  "smiles": "[H]/N=C1/CCC=P1",
  "elements": ["H", "N", "C", "C", "C", "C", "P", "H", "H", "H", "H", "H"],
  "positions_angstrom": [[0.4744, 2.0106, -2.4035], [0.6945, 1.0546, -2.0117], [0.1072, 0.6649, -0.9820], [0.3075, -0.9392, -0.4651], [-0.1056, -0.8085, 0.9957], [-0.6316, 0.5776, 1.3839], [-0.8519, 1.7852, 0.1668], [-0.3539, -1.4437, -1.0168], [1.3498, -1.1605, -0.5949], [0.9311, -0.9971, 1.4057], [-0.8635, -1.6157, 1.1709], [-1.0580, 0.8718, 2.3511]],
  "nbo_charge": [0.345, -0.652, 0.043, -0.420, -0.484, -0.508, 0.558, 0.209, 0.223, 0.232, 0.230, 0.223]
}

---

Record 5
{
  "formula": "C4H6NdO2",
  "method": "ωB97M-V/def2-TZVPD",
  "total_charge": 2,
  "s2": 6.01,
  "gap_ev": [7.337, 7.769],
  "multiplicity": 5,
  "e_homo_ev": [-17.76, -18.37],
  "relative_energy_kcal_mol": 29.22,
  "elements": ["O", "C", "C", "C", "C", "O", "Nd", "H", "H", "H", "H", "H", "H"],
  "positions_angstrom": [[-2.9171, 0.8617, 0.0847], [-1.8904, 0.1014, -0.2028], [-0.5883, 0.3198, 0.1679], [0.4143, -0.7623, 0.3006], [1.8294, -0.4419, -0.2372], [2.2018, 0.8794, -0.0349], [0.8840, 2.4571, -0.0842], [-2.6628, 1.6622, 0.5685], [-2.1616, -0.7304, -0.8655], [0.0422, -1.7249, -0.0873], [0.4675, -0.7758, 1.4334], [1.8462, -0.7179, -1.3107], [2.5349, -1.1284, 0.2675]],
  "mulliken_spin": [0.117, 0.122, 0.577, 0.009, 0.017, -0.035, 3.075, 0.004, 0.033, 0.012, 0.069, 0.001, -0.001]
}

---

Record 6
{
  "formula": "C4H6O",
  "method": "ωB97M-V/def2-TZVPD",
  "total_charge": 0,
  "gap_ev": 10.103,
  "e_homo_ev": -9.11,
  "relative_energy_kcal_mol": 106.49,
  "elements": ["O", "C", "C", "C", "C", "H", "H", "H", "H", "H", "H"],
  "positions_angstrom": [[0.4094, 1.3097, 0.1210], [0.6699, 0.2363, 1.0270], [-0.5973, -0.5778, 0.7283], [-0.6130, -0.0122, -0.6520], [-0.2774, 0.1324, -1.8698], [0.5057, 1.0048, -1.1149], [1.5875, -0.3131, 0.7758], [0.7290, 0.6040, 2.0544], [-0.5384, -1.6697, 0.7454], [-1.4414, -0.2294, 1.3302], [-0.4177, -0.3867, -2.8023]],
  "nbo_charge": [-0.729, -0.064, -0.500, 0.276, -0.539, 0.479, 0.174, 0.193, 0.227, 0.233, 0.251]
}

---

Record 7
{
  "formula": "C4H6O",
  "method": "ωB97M-V/def2-TZVPD",
  "total_charge": 0,
  "gap_ev": [8.137, 8.021],
  "e_homo_ev": [-7.18, -7.16],
  "relative_energy_kcal_mol": 120.08,
  "elements": ["C", "C", "C", "C", "O", "H", "H", "H", "H", "H", "H"],
  "positions_angstrom": [[2.8072, -0.0268, 0.0599], [-0.7972, -0.3605, 0.1270], [1.4860, 0.0838, -0.1789], [-2.1655, 0.2002, -0.0652], [0.2406, 0.3207, -0.1173], [3.4080, -0.1363, -0.8232], [3.3747, -0.0805, 1.0682], [-3.0038, -0.3538, -0.6002], [-1.9717, 1.1699, -0.5991], [-2.7413, 0.6172, 0.7821], [-0.6370, -1.4339, 0.3467]],
  "nbo_charge": [-0.572, 0.062, 0.323, -0.696, -0.360, 0.215, 0.205, 0.227, 0.224, 0.218, 0.152]
}

---

Record 8
{
  "formula": "C4H6O",
  "method": "ωB97M-V/def2-TZVPD",
  "total_charge": 0,
  "gap_ev": 10.920,
  "e_homo_ev": -10.07,
  "relative_energy_kcal_mol": 34.20,
  "smiles": "C=CC(C)=O",
  "elements": ["C", "C", "C", "C", "O", "H", "H", "H", "H", "H", "H"],
  "positions_angstrom": [[-0.4106, 1.9598, -0.5569], [0.2745, 0.8575, -0.1758], [0.4439, -0.3950, 0.7982], [-0.1008, -1.6692, 0.2007], [0.9558, -0.3628, 1.8913], [0.0605, 2.6164, -1.2450], [-1.1963, 2.2175, 0.0696], [1.0627, 0.8077, -1.0077], [-0.4584, -1.4501, -0.8192], [-0.9744, -1.9027, 0.7458], [0.3431, -2.6793, 0.0990]],
  "nbo_charge": [-0.373, -0.286, 0.580, -0.739, -0.505, 0.210, 0.190, 0.203, 0.221, 0.246, 0.254]
}

---

Record 9
{
  "formula": "C4H6O",
  "method": "ωB97M-V/def2-TZVPD",
  "total_charge": 0,
  "gap_ev": 11.130,
  "e_homo_ev": -9.90,
  "relative_energy_kcal_mol": 34.54,
  "smiles": "C1C[C@H]2O[C@@H]12",
  "elements": ["C", "C", "C", "O", "C", "H", "H", "H", "H", "H", "H"],
  "positions_angstrom": [[-0.6985, 0.7651, -0.1510], [-0.7090, -0.7968, -0.0181], [0.8039, -0.7227, 0.2997], [1.3637, -0.1940, -0.8897], [0.8080, 0.7206, 0.0527], [-1.2406, 1.2402, 0.6742], [-1.0041, 1.2169, -1.1000], [-1.3596, -1.1805, 0.7670], [-0.9526, -1.2883, -0.9732], [1.5209, -1.2462, 0.9493], [1.4961, 1.4950, 0.3742]],
  "nbo_charge": [-0.418, -0.414, 0.037, -0.492, 0.037, 0.210, 0.209, 0.210, 0.218, 0.205, 0.197]
}

---

Record 10
{
  "formula": "C4H6O",
  "method": "ωB97M-V/def2-TZVPD",
  "total_charge": 0,
  "gap_ev": [7.717, 7.617],
  "e_homo_ev": [-8.25, -8.49],
  "relative_energy_kcal_mol": 102.12,
  "elements": ["O", "C", "C", "C", "C", "H", "H", "H", "H", "H", "H"],
  "positions_angstrom": [[2.3231, -0.0883, -0.3274], [1.0035, 0.3549, -0.5600], [-0.0205, -0.5985, -0.0303], [-1.3020, -0.3063, 0.2768], [-2.2699, 0.6872, 0.4608], [2.4506, -0.1221, 0.6282], [0.8209, 1.3715, -0.1756], [0.9026, 0.4047, -1.6524], [-1.8734, -1.2167, 0.0400], [0.2414, -1.6524, -0.1201], [-2.2762, 1.1660, 1.4601]],
  "nbo_charge": [-0.702, -0.104, -0.211, -0.408, -0.047, 0.464, 0.168, 0.196, 0.294, 0.209, 0.143]
}

---

Record 11
{
  "formula": "C4H6O",
  "method": "ωB97M-V/def2-TZVPD",
  "total_charge": 0,
  "gap_ev": 10.944,
  "e_homo_ev": -9.92,
  "relative_energy_kcal_mol": 78.37,
  "smiles": "C#CCOC",
  "elements": ["C", "C", "C", "O", "C", "H", "H", "H", "H", "H", "H"],
  "positions_angstrom": [[2.4008, 0.4981, -0.6903], [1.5875, -0.1643, -0.1312], [0.4565, -0.7381, 0.4671], [-0.4379, 0.4780, -0.0255], [-1.8496, 0.4193, -0.0106], [3.2927, 0.7818, -1.1386], [0.7711, -0.8236, 1.5416], [0.3982, -1.7544, -0.0131], [-2.1936, -0.4594, -0.5785], [-2.2554, 1.3495, -0.4520], [-2.1704, 0.4132, 1.0310]],
  "nbo_charge": [-0.218, -0.015, -0.180, -0.541, -0.243, 0.224, 0.222, 0.222, 0.167, 0.196, 0.166]
}

---

Record 12
{
  "formula": "C4H6O",
  "method": "ωB97M-V/def2-TZVPD",
  "total_charge": 0,
  "gap_ev": 9.514,
  "e_homo_ev": -8.63,
  "relative_energy_kcal_mol": 104.57,
  "elements": ["C", "C", "C", "C", "O", "H", "H", "H", "H", "H", "H"],
  "positions_angstrom": [[-1.5968, -0.6854, 1.6127], [-2.8057, -0.9522, 1.8467], [1.4906, 0.6724, -0.0249], [1.2174, 0.2731, -1.2941], [1.8467, 0.7359, -2.3889], [-2.4799, -1.6841, 1.0069], [-3.7561, -0.9383, 2.2871], [2.2214, 1.3916, 0.0562], [1.0249, 0.1905, 0.7444], [0.4595, -0.4954, -1.6497], [2.3780, 1.4918, -2.1964]],
  "nbo_charge": [0.052, -0.646, -0.549, 0.172, -0.684, 0.323, 0.272, 0.182, 0.225, 0.181, 0.472]
}

---

Record 13
{
  "formula": "C4H6O",
  "method": "ωB97M-V/def2-TZVPD",
  "total_charge": 0,
  "gap_ev": 11.003,
  "e_homo_ev": -9.93,
  "relative_energy_kcal_mol": 53.92,
  "smiles": "CC=O.C#C",
  "elements": ["C", "C", "O", "H", "H", "H", "H", "C", "C", "H", "H"],
  "positions_angstrom": [[-1.1649, 0.3566, 0.2795], [-1.0756, -0.9670, -0.3745], [-0.7680, -1.9260, 0.2300], [-1.9124, 1.0915, -0.1826], [-1.5733, 0.3088, 1.2491], [-0.0975, 0.6122, 0.2399], [-1.2465, -1.0404, -1.4733], [2.8564, -0.0435, -0.4742], [2.2571, -0.9001, 0.1003], [3.3373, 0.7473, -0.9664], [1.5930, -1.3795, 0.7759]],
  "nbo_charge": [-0.736, 0.452, -0.533, 0.223, 0.236, 0.257, 0.104, -0.243, -0.238, 0.230, 0.248]
}

---

Record 14
{
  "formula": "C4H6O",
  "method": "ωB97M-V/def2-TZVPD",
  "total_charge": 0,
  "gap_ev": 8.935,
  "e_homo_ev": -8.87,
  "relative_energy_kcal_mol": 111.16,
  "elements": ["C", "C", "C", "O", "C", "H", "H", "H", "H", "H", "H"],
  "positions_angstrom": [[0.6098, -0.4408, 1.2637], [-0.4035, 1.0730, 0.0152], [-0.4435, -0.1966, -0.8068], [0.8312, -0.6599, -1.2090], [0.2623, -1.1717, 0.0092], [-0.1347, 0.7487, 1.1360], [1.6304, -0.0292, 1.1745], [-1.3985, 1.4701, 0.2316], [0.2590, 1.8519, -0.3625], [-1.2714, -0.4075, -1.4778], [0.0588, -2.2379, 0.0258]],
  "nbo_charge": [-0.236, -0.510, 0.043, -0.495, -0.077, 0.229, 0.160, 0.238, 0.235, 0.198, 0.214]
}

---

Record 15
{
  "formula": "C4H6O",
  "method": "ωB97M-V/def2-TZVPD",
  "total_charge": 0,
  "gap_ev": 10.412,
  "e_homo_ev": -9.90,
  "relative_energy_kcal_mol": 1.95,
  "smiles": "C/C=C/C=O",
  "elements": ["C", "C", "C", "C", "O", "H", "H", "H", "H", "H", "H"],
  "positions_angstrom": [[-1.7539, -0.2252, 0.0300], [-0.3772, 0.3590, -0.0127], [0.7402, -0.3495, -0.0391], [2.0906, 0.2847, 0.0025], [3.1454, -0.3240, 0.0254], [-2.3624, 0.1035, 0.8976], [-2.3299, 0.0953, -0.8531], [-1.7084, -1.3215, -0.0098], [-0.2521, 1.4252, -0.0046], [0.7315, -1.4519, -0.0266], [2.0762, 1.4045, -0.0095]],
  "nbo_charge": [-0.655, -0.095, -0.321, 0.402, -0.520, 0.231, 0.228, 0.220, 0.195, 0.213, 0.102]
}

---

Record 16
{
  "formula": "C4H6O",
  "method": "ωB97M-V/def2-TZVPD",
  "total_charge": 0,
  "gap_ev": 9.456,
  "e_homo_ev": -8.40,
  "relative_energy_kcal_mol": 74.74,
  "smiles": "C[C@@]12C[C@@H]1O2",
  "elements": ["C", "C", "C", "C", "O", "H", "H", "H", "H", "H", "H"],
  "positions_angstrom": [[1.3180, -0.8384, 0.0833], [-0.0207, -0.2575, 0.2157], [-0.7198, 1.1113, 0.3993], [-1.1895, 0.1187, -0.7092], [-1.3087, -0.9251, 0.2882], [1.7526, -0.1049, -0.5909], [1.2710, -1.9134, -0.3069], [1.7273, -0.6879, 1.0917], [-0.1402, 1.9312, -0.0467], [-1.3224, 1.4465, 1.2691], [-1.3676, 0.1196, -1.6938]],
  "nbo_charge": [-0.651, 0.241, -0.414, 0.013, -0.506, 0.232, 0.249, 0.229, 0.188, 0.216, 0.203]
}

---

Record 17
{
  "formula": "C4H6O2",
  "method": "ωB97M-V/def2-TZVPD",
  "total_charge": 0,
  "gap_ev": [8.964, 8.964],
  "e_homo_ev": [-8.82, -8.82],
  "relative_energy_kcal_mol": 129.26,
  "elements": ["C", "C", "O", "C", "C", "O", "H", "H", "H", "H", "H", "H"],
  "positions_angstrom": [[0.9494, -1.0049, -0.9493], [0.7538, -0.0172, 0.1502], [1.6001, 0.1790, 1.0600], [-0.3765, 0.9273, 0.2119], [-1.6000, 0.6779, 0.6626], [1.1347, 1.1716, 1.9050], [1.2020, -0.4639, -1.8717], [1.7286, -1.7463, -0.7554], [-0.0100, -1.5012, -1.1295], [-0.1262, 1.9006, -0.2099], [-1.8608, -0.2268, 1.2064], [-2.3689, 1.4319, 0.5433]],
  "nbo_charge": [-0.695, 0.524, -0.108, -0.258, -0.378, -0.487, 0.252, 0.248, 0.250, 0.244, 0.201, 0.207]
}

---

Record 18
{
  "formula": "C4H6O2",
  "method": "ωB97M-V/def2-TZVPD",
  "total_charge": 0,
  "gap_ev": 9.917,
  "e_homo_ev": -9.51,
  "relative_energy_kcal_mol": 58.15,
  "elements": ["O", "C", "C", "C", "O", "C", "H", "H", "H", "H", "H", "H"],
  "positions_angstrom": [[-2.2614, 0.0802, -0.1652], [-0.9908, 0.1487, 0.2138], [0.0554, 1.0679, -0.3626], [0.9457, 0.3373, 0.6879], [2.1118, 0.4257, 0.9758], [-0.2046, -0.4723, 1.1256], [-2.7190, -0.5943, 0.3576], [1.4971, -1.2885, -1.8977], [-0.0977, 2.1373, -0.1886], [0.3244, 0.8888, -1.4085], [1.6917, -1.4839, -1.2072], [-0.3525, -1.2469, 1.8690]],
  "nbo_charge": [-0.631, 0.422, -0.547, 0.581, -0.544, -0.448, 0.492, -0.010, 0.225, 0.225, 0.009, 0.225]
}

---

Record 19
{
  "formula": "C4H6O2",
  "method": "ωB97M-V/def2-TZVPD",
  "total_charge": 0,
  "gap_ev": [8.076, 7.675],
  "e_homo_ev": [-7.42, -7.02],
  "relative_energy_kcal_mol": 118.75,
  "elements": ["C", "C", "O", "C", "C", "O", "H", "H", "H", "H", "H", "H"],
  "positions_angstrom": [[-1.4950, 0.7322, 0.0255], [-0.7726, -0.4285, -0.6174], [0.0314, -0.2036, -1.7480], [0.6456, -0.8953, -0.6545], [1.2310, 0.0406, 0.1953], [1.7504, -0.2517, 1.4014], [-1.3178, 0.7575, 1.1063], [-1.2311, 1.7098, -0.3995], [-2.5702, 0.5782, -0.1168], [1.5711, -1.1804, 1.6053], [0.9069, -1.9505, -0.7384], [1.2501, 1.0916, -0.0590]],
  "nbo_charge": [-0.691, 0.170, -0.476, -0.070, 0.164, -0.648, 0.226, 0.210, 0.226, 0.484, 0.207, 0.198]
}